Model one:
13
Properties=species:S:1:pos:R:3:nbo_charge:R:1 method="wB97M-V/def2-TZVPD" total_charge=0 e_lumo_ha=0.00944 gap_ev=8.08 homo_ev=-7.8
C 0.061 1.677 -0.208 -0.442
C 0.494 0.353 -0.136 -0.144
C -0.555 -0.579 -0.048 0.354
C -1.958 0.230 -0.398 -0.621
C 1.886 -0.232 0.095 -0.629
O -0.564 -1.901 -0.024 -0.676
S -1.589 1.919 -0.286 0.543
I -3.809 -0.453 0.216 0.176
H 0.834 2.520 -0.229 0.253
H 1.772 -1.044 0.765 0.224
H 2.398 -0.704 -0.771 0.231
H 2.454 0.553 0.707 0.220
H -1.424 -2.340 0.318 0.511



Model two:
13
Properties=species:S:1:pos:R:3:nbo_charge:R:1 method="wB97M-V/def2-TZVPD" total_charge=0 e_lumo_ha=-0.01519 gap_ev=8.27 homo_ev=-8.7
C 1.161 -1.774 -0.204 -0.376
C -0.057 -1.995 0.361 0.088
C 1.315 -0.394 -0.072 0.013
C 0.239 0.151 0.531 0.196
C -0.066 1.477 1.099 -0.644
O -0.585 -0.839 0.822 -0.388
S 2.928 0.934 -1.016 -0.127
I 4.756 -0.064 0.075 0.081
H 1.899 -2.432 -0.480 0.241
H -0.587 -2.977 0.470 0.216
H -0.037 1.445 2.175 0.233
H 0.637 2.152 0.618 0.242
H -1.182 1.864 0.847 0.224



Which structure wins on stability? model one wins.



Model one:
9
Properties=species:S:1:pos:R:3:nbo_charge:R:1 method="wB97M-V/def2-TZVPD" total_charge=0 smiles=Sc1cnn[nH]1 e_lumo_ha=0.01999 gap_ev=9.57 homo_ev=-9.0
C 0.259 -0.006 0.036 -0.045
C -0.283 -0.627 1.140 -0.151
H 2.512 0.399 0.651 0.147
H 0.142 -0.806 2.083 0.220
H -0.869 0.671 -1.716 0.430
N -1.589 -0.887 0.873 -0.216
N -1.904 -0.475 -0.330 -0.063
N -0.767 0.118 -0.839 -0.377
S 1.761 0.765 -0.375 0.056



Model two:
9
Properties=species:S:1:pos:R:3:nbo_charge:R:1 method="wB97M-V/def2-TZVPD" total_charge=0 e_lumo_ha="-0.02146 / -0.01982" gap_ev="6.80 / 6.96" homo_ev="-7.4 / -7.5"
C -1.067 0.431 -0.102 0.024
C 1.320 0.307 0.021 0.163
N -1.215 -0.829 -0.020 -0.176
N 0.253 1.002 -0.083 -0.599
N -0.199 -1.605 -0.053 -0.527
S 2.868 0.074 0.055 0.128
H -1.892 1.101 -0.210 0.198
H 0.255 2.010 -0.032 0.436
H -0.322 -2.490 0.424 0.353



Which structure wins on stability? model one wins.



Model one:
21
Properties=species:S:1:pos:R:3:nbo_charge:R:1 method="wB97M-V/def2-TZVPD" total_charge=0 smiles=NCN.O.O.O.O e_lumo_ha=0.01916 gap_ev=10.23 homo_ev=-9.7
N -2.726 -0.434 1.699 -0.827
C -1.880 -1.607 1.578 -0.052
N -0.458 -1.330 1.819 -0.881
H -2.645 -0.033 2.626 0.351
H -2.476 0.227 0.970 0.359
H -2.284 -2.400 2.213 0.160
H -1.992 -1.957 0.551 0.174
H -0.338 -0.560 2.464 0.361
H -0.019 -2.159 2.203 0.359
H 3.379 0.027 -2.389 0.479
H 1.908 0.151 -2.339 0.501
O 2.697 0.701 -2.502 -0.960
H 1.722 -2.395 -1.015 0.480
H 1.062 -1.133 -0.375 0.502
O 1.606 -1.446 -1.112 -0.982
H 2.161 1.970 -1.340 0.514
H 1.840 3.316 -0.533 0.479
O 1.463 2.560 -0.985 -0.999
H -0.294 2.379 -1.429 0.498
H -1.487 1.975 -0.595 0.448
O -1.239 2.149 -1.507 -0.965



Model two:
21
Properties=species:S:1:pos:R:3:nbo_charge:R:1 method="wB97M-V/def2-TZVPD" total_charge=0 smiles=NCN.O.O.O.O e_lumo_ha=0.02075 gap_ev=9.93 homo_ev=-9.4
N 2.003 0.595 -1.983 -0.877
C 0.665 0.735 -1.441 -0.071
N 0.664 0.650 0.059 -0.854
H 2.443 1.443 -2.300 0.362
H 2.109 -0.114 -2.693 0.371
H 0.109 -0.148 -1.744 0.195
H 0.199 1.656 -1.779 0.177
H 0.986 1.576 0.359 0.343
H 1.556 0.177 0.238 0.359
H -1.916 3.049 0.261 0.474
H -3.057 2.081 0.399 0.473
O -2.412 2.390 -0.255 -0.944
H 3.303 -3.084 5.041 0.466
H 2.311 -2.010 4.668 0.468
O 3.192 -2.127 5.055 -0.934
H -2.324 0.488 -1.419 0.489
H -3.026 -0.747 -2.036 0.470
O -2.367 -0.072 -2.212 -0.959
H -0.558 -1.245 0.245 0.485
H -0.975 -2.623 -0.179 0.459
O -1.312 -1.854 0.314 -0.951



Which structure wins on stability? model one wins.



Model one:
5
Properties=species:S:1:pos:R:3:nbo_charge:R:1 method="wB97M-V/def2-TZVPD" total_charge=0 smiles=BrCI e_lumo_ha=-0.00640 gap_ev=9.67 homo_ev=-9.8
C 0.143 -0.116 -0.057 -0.588
Br -0.139 1.027 -1.571 0.052
I -0.821 0.418 1.838 0.101
H 1.196 -0.314 -0.090 0.226
H -0.379 -1.015 -0.120 0.209



Model two:
5
Properties=species:S:1:pos:R:3:nbo_charge:R:1 method="wB97M-V/def2-TZVPD" total_charge=0 e_lumo_ha=-0.01182 gap_ev=9.42 homo_ev=-9.7
C -0.035 0.098 -0.036 -0.752
Br 0.864 0.947 1.433 0.090
I -0.403 -2.028 0.235 0.159
H 0.634 0.375 -1.288 0.257
H -1.061 0.608 -0.344 0.246



Which structure wins on stability? model one wins.



Model one:
13
Properties=species:S:1:pos:R:3:nbo_charge:R:1 method="wB97M-V/def2-TZVPD" total_charge=0 smiles="C[C@@H](Br)S(N)(=O)=O" e_lumo_ha=0.01232 gap_ev=10.24 homo_ev=-9.9
C 0.105 1.649 1.064 -0.700
C 0.431 0.835 -0.118 -0.371
N -1.018 -1.438 -1.365 -1.065
O 1.051 -2.166 -0.294 -0.918
O -0.679 -1.497 1.293 -0.911
S -0.033 -1.334 0.047 2.188
Br 2.291 0.757 -0.502 0.059
H 0.440 1.292 2.110 0.242
H 0.587 2.676 1.139 0.251
H -0.948 1.638 1.184 0.235
H -0.132 1.190 -0.947 0.215
H -0.415 -1.515 -2.147 0.390
H -1.681 -2.088 -1.466 0.386



Model two:
13
Properties=species:S:1:pos:R:3:nbo_charge:R:1 method="wB97M-V/def2-TZVPD" total_charge=0 e_lumo_ha="-0.03764 / -0.03765" gap_ev="7.85 / 7.85" homo_ev="-8.9 / -8.9"
C 0.766 1.104 1.055 -0.726
C 0.648 0.380 -0.222 -0.279
N -1.386 -1.838 1.041 -1.105
O -2.511 0.279 0.566 -0.949
O -2.180 -1.400 -1.238 -0.910
S -1.690 -0.680 -0.111 2.066
Br 1.584 -1.276 -0.247 0.086
H 1.770 1.161 1.435 0.243
H 0.335 2.148 1.057 0.250
H 0.045 0.530 1.827 0.257
H 0.325 0.828 -1.197 0.247
H -1.430 -1.784 2.039 0.418
H -0.821 -2.561 0.610 0.400



Which structure wins on stability? model one wins.



Model one:
9
Properties=species:S:1:pos:R:3:nbo_charge:R:1 method="wB97M-V/def2-TZVPD" total_charge=0 e_lumo_ha=0.00914 gap_ev=9.44 homo_ev=-9.2
C -0.815 1.736 0.922 0.471
C 0.230 -0.716 -0.195 0.046
N -1.513 0.625 0.589 -0.427
N -0.759 -0.240 0.148 -0.006
O 0.378 1.929 0.722 -0.605
P 1.476 -1.396 -1.224 0.394
H -1.401 2.544 1.187 0.128
H 0.607 -2.281 -1.919 0.014
H 1.797 -2.200 -0.231 -0.014



Model two:
9
Properties=species:S:1:pos:R:3:nbo_charge:R:1 method="wB97M-V/def2-TZVPD" total_charge=0 e_lumo_ha="-0.06813 / -0.05157" gap_ev="7.36 / 7.77" homo_ev="-9.2 / -9.2"
C 0.077 0.914 -1.378 -0.158
C 1.201 0.131 -0.514 0.318
N -1.097 0.719 -1.330 -0.180
N -1.109 -0.964 1.053 -0.983
O 2.342 0.169 -0.778 -0.458
P 0.428 -0.989 0.806 0.892
H 0.685 1.554 -2.008 0.240
H -1.662 -1.528 0.419 0.377
H 0.867 -0.074 1.790 -0.048



Which structure wins on stability? model one wins.



Model one:
24
Properties=species:S:1:pos:R:3:nbo_charge:R:1 method="wB97M-V/def2-TZVPD" total_charge=-1 e_lumo_ha=0.13244 gap_ev=7.62 homo_ev=-4.0
C 1.853 -1.074 0.247 -0.522
C 2.153 0.251 0.936 -0.609
C 0.472 -1.711 0.666 0.765
O 0.466 -2.117 1.851 -0.791
O -0.429 -1.797 -0.195 -0.795
H 1.794 -0.975 -0.847 0.183
H 2.648 -1.814 0.368 0.195
H 1.394 1.006 0.828 0.192
H 3.150 0.658 0.731 0.179
H 2.290 -0.045 1.983 0.215
C -0.869 1.207 -0.572 -0.231
C -0.749 2.743 -0.508 -0.602
C -2.248 0.804 -0.086 -0.625
C -0.543 0.715 -1.969 -0.601
H -0.116 0.827 0.112 0.219
H -1.248 3.148 0.378 0.194
H -1.344 3.190 -1.317 0.185
H -3.031 0.941 -0.829 0.182
H -2.216 -0.264 0.125 0.262
H -2.567 1.219 0.873 0.191
H 0.531 0.857 -2.134 0.197
H -0.800 -0.322 -2.142 0.248
H -1.022 1.327 -2.747 0.171
H 0.274 3.125 -0.505 0.196



Model two:
24
Properties=species:S:1:pos:R:3:nbo_charge:R:1 method="wB97M-V/def2-TZVPD" total_charge=-1 e_lumo_ha=0.13132 gap_ev=7.41 homo_ev=-3.8
C -1.620 -1.208 -1.355 -0.552
C -1.013 -0.569 -2.554 -0.632
C -0.371 -1.763 -0.434 0.787
O 0.807 -1.511 -0.770 -0.791
O -0.853 -2.450 0.467 -0.777
H -2.085 -0.499 -0.669 0.189
H -2.386 -1.972 -1.598 0.189
H -1.658 0.062 -3.230 0.170
H -0.463 -1.318 -3.178 0.199
H -0.108 0.038 -2.046 0.228
C 0.666 1.539 0.809 -0.247
C -0.433 1.404 1.814 -0.624
C 0.952 3.128 0.733 -0.593
C 1.801 0.620 1.170 -0.630
H 0.354 1.123 -0.195 0.225
H -1.450 1.377 1.304 0.212
H -0.431 2.140 2.618 0.185
H 1.195 3.302 1.781 0.188
H 1.657 3.450 0.109 0.190
H 0.067 3.708 0.365 0.197
H 1.496 -0.477 1.475 0.258
H 2.429 0.337 0.258 0.233
H 2.336 1.115 2.022 0.169
H -0.481 0.402 2.315 0.227



Which structure wins on stability? model one wins.



Model one:
13
Properties=species:S:1:pos:R:3:nbo_charge:R:1 method="wB97M-V/def2-TZVPD" total_charge=+1 smiles="N/C=C(O)/[NH+]=C/Cl" e_lumo_ha=-0.18910 gap_ev=7.18 homo_ev=-12.3
C 0.083 -0.020 0.311 0.253
C -0.901 -0.956 0.060 0.060
C -0.091 2.009 -1.165 0.118
N 0.228 1.282 -0.116 -0.429
N -0.598 -2.155 0.536 -0.726
O 1.005 -0.298 1.233 -0.692
Cl 0.834 3.443 -1.349 0.119
H -1.844 -0.906 -0.466 0.246
H -0.758 1.801 -1.924 0.239
H 1.147 1.666 0.322 0.463
H -1.150 -3.074 0.466 0.434
H 0.105 -2.245 1.193 0.409
H 1.938 -0.546 0.897 0.505



Model two:
13
Properties=species:S:1:pos:R:3:nbo_charge:R:1 method="wB97M-V/def2-TZVPD" total_charge=+1 e_lumo_ha=-0.15086 gap_ev=9.44 homo_ev=-13.5
C 0.811 1.265 0.921 0.376
C -1.635 -1.105 -0.094 0.067
C -1.277 -1.999 -1.011 -0.276
N 0.331 0.200 0.299 -0.242
N 1.793 1.966 0.382 -0.716
O -0.906 -0.240 0.789 -0.317
Cl 0.329 -2.471 -1.574 0.021
H 0.302 1.639 1.766 0.248
H -2.716 -0.881 0.180 0.252
H -2.110 -2.460 -1.542 0.263
H 0.589 -0.055 -0.644 0.425
H 2.190 2.722 0.961 0.458
H 2.297 1.419 -0.433 0.442



Which structure wins on stability? model one wins.



Model one:
47
Properties=species:S:1:pos:R:3:nbo_charge:R:1 method="wB97M-V/def2-TZVPD" total_charge=0 e_lumo_ha=0.00442 gap_ev=8.88 homo_ev=-8.8
C -0.631 1.293 1.930 -0.156
O -0.031 1.588 0.681 -0.510
C 0.507 0.555 0.003 1.049
O 0.896 -0.514 0.501 -0.744
O 0.533 0.882 -1.249 -0.506
C 1.000 -0.066 -2.183 -0.318
H -1.653 1.664 1.855 0.045
H -0.080 1.880 2.665 0.186
H -0.541 0.260 2.267 0.201
H 0.406 -0.969 -2.043 0.200
H 2.078 -0.108 -2.025 0.195
H 0.649 0.371 -3.118 0.208
C -3.201 -1.280 -0.871 -0.408
Cl -1.604 -0.849 -1.418 0.008
Cl -3.585 -0.649 0.756 -0.039
H -4.007 -0.900 -1.500 0.255
H -3.246 -2.369 -0.878 0.221
C 3.585 -0.165 -2.471 -0.480
Cl 2.585 -0.742 -3.830 -0.021
Cl 5.283 -0.613 -2.823 -0.017
H 3.434 0.874 -2.179 0.244
H 3.255 -0.726 -1.596 0.231
C 0.068 -3.147 -0.433 -0.364
Cl 1.346 -2.888 0.767 0.034
Cl 0.678 -2.723 -2.104 -0.019
H -0.112 -4.222 -0.409 0.231
H -0.849 -2.589 -0.242 0.221
C 2.046 -1.173 2.508 -0.465
Cl 1.808 0.502 3.214 -0.096
Cl 1.511 -2.347 3.662 -0.018
H 1.374 -1.271 1.655 0.286
H 3.054 -1.321 2.121 0.226
C -4.446 1.464 1.957 -0.428
Cl -2.746 1.955 1.908 0.129
Cl -5.363 2.342 0.661 -0.052
H -4.608 0.386 1.966 0.215
H -4.855 1.859 2.887 0.222
C -2.194 1.787 -1.106 -0.413
Cl -1.866 3.517 -1.245 -0.014
Cl -3.947 1.401 -1.405 -0.068
H -1.676 1.319 -1.943 0.224
H -1.784 1.315 -0.214 0.222
C 3.318 0.927 0.770 -0.422
Cl 3.818 2.145 -0.469 -0.020
Cl 3.578 -0.722 0.199 0.028
H 3.913 1.147 1.656 0.242
H 2.303 0.923 1.168 0.253



Model two:
47
Properties=species:S:1:pos:R:3:nbo_charge:R:1 method="wB97M-V/def2-TZVPD" total_charge=0 smiles="COC(=O)OC.ClCCl.ClCCl.ClCCl.ClCCl.ClCCl.ClCCl.ClCCl" e_lumo_ha=0.01274 gap_ev=10.82 homo_ev=-10.5
C -11.401 10.399 22.547 -0.242
O -12.723 10.208 22.766 -0.502
C -13.450 9.310 22.070 0.985
O -12.920 8.545 21.269 -0.640
O -14.721 9.381 22.458 -0.481
C -15.595 8.450 22.040 -0.260
H -10.822 9.507 22.786 0.172
H -11.124 11.224 23.202 0.197
H -11.184 10.718 21.527 0.188
H -16.592 8.857 22.208 0.201
H -15.348 7.456 22.412 0.191
H -15.518 8.254 20.971 0.188
C -7.684 7.704 20.210 -0.367
Cl -8.779 6.981 18.891 -0.070
Cl -8.655 8.356 21.506 -0.036
H -7.145 6.869 20.657 0.225
H -6.957 8.424 19.835 0.239
C -9.293 8.018 15.653 -0.405
Cl -8.144 6.892 14.887 -0.037
Cl -8.539 9.408 16.428 -0.003
H -10.006 8.318 14.885 0.220
H -9.906 7.410 16.318 0.224
C -10.913 5.449 21.895 -0.379
Cl -12.715 5.261 22.027 -0.043
Cl -10.332 4.264 20.710 -0.033
H -10.638 6.454 21.575 0.235
H -10.338 5.230 22.796 0.218
C -7.292 12.197 19.851 -0.382
Cl -6.001 10.971 20.147 -0.040
Cl -8.571 11.533 18.815 -0.021
H -7.784 12.478 20.782 0.223
H -6.944 13.080 19.316 0.229
C -3.702 4.475 19.191 -0.368
Cl -5.326 4.998 19.748 -0.049
Cl -3.691 2.800 18.518 -0.030
H -3.313 5.218 18.495 0.231
H -3.131 4.416 20.118 0.218
C -7.694 10.214 24.227 -0.398
Cl -8.484 11.409 25.273 -0.033
Cl -6.130 9.778 24.897 -0.019
H -8.357 9.355 24.127 0.225
H -7.432 10.669 23.272 0.223
C -4.606 6.022 22.936 -0.371
Cl -3.814 7.228 21.829 -0.047
Cl -6.315 6.422 23.273 -0.033
H -4.516 5.005 22.556 0.229
H -4.146 6.103 23.920 0.226



Which structure wins on stability? model two wins.



Model one:
10
Properties=species:S:1:pos:R:3:nbo_charge:R:1 method="wB97M-V/def2-TZVPD" total_charge=0 smiles="O=C(Cl)c1ncco1" e_lumo_ha=-0.03101 gap_ev=9.22 homo_ev=-10.1
C -0.287 -0.186 1.587 -0.116
C -0.302 -1.351 0.863 0.100
C 0.089 0.288 -0.438 0.312
C 0.406 0.947 -1.683 0.402
N -0.043 0.837 0.742 -0.377
O 0.746 0.269 -2.749 -0.495
O -0.060 -1.051 -0.411 -0.345
Cl 0.351 2.641 -1.666 0.076
H -0.424 -0.019 2.633 0.224
H -0.476 -2.376 1.123 0.218



Model two:
10
Properties=species:S:1:pos:R:3:nbo_charge:R:1 method="wB97M-V/def2-TZVPD" total_charge=0 smiles="O=c1cnoc(Cl)c1" e_lumo_ha=-0.00489 gap_ev=10.08 homo_ev=-10.2
C 1.331 -0.044 -0.002 0.325
C 0.376 -0.994 -0.002 -0.402
C -1.009 -0.561 -0.005 0.453
C -1.136 0.921 -0.009 -0.044
H 0.613 -2.041 0.028 0.255
H -2.139 1.336 0.002 0.229
N -0.183 1.767 0.004 -0.042
O -1.976 -1.287 -0.005 -0.531
O 1.110 1.277 -0.006 -0.314
Cl 3.011 -0.374 -0.005 0.073



Which structure wins on stability? model one wins.



Model one:
7
Properties=species:S:1:pos:R:3:nbo_charge:R:1 method="wB97M-V/def2-TZVPD" total_charge=0 e_lumo_ha="-0.03725 / -0.03051" gap_ev="8.10 / 8.09" homo_ev="-9.1 / -8.9"
N -1.473 0.304 0.669 -0.240
O -2.405 0.665 1.338 -0.275
P 0.510 -0.940 -1.072 0.047
P 0.092 0.208 0.715 0.570
H -0.331 -0.199 -1.896 0.011
H 1.625 -0.169 -1.386 0.003
H 1.980 0.131 1.633 -0.116



Model two:
7
Properties=species:S:1:pos:R:3:nbo_charge:R:1 method="wB97M-V/def2-TZVPD" total_charge=0 e_lumo_ha="-0.07037 / -0.06983" gap_ev="6.43 / 6.40" homo_ev="-8.3 / -8.3"
N -0.310 -1.266 -0.597 -0.238
O -0.910 -1.918 -1.429 -0.225
P 2.253 -0.494 0.977 -0.192
P 0.381 -0.071 0.093 0.642
H 2.679 0.867 1.397 0.017
H -1.959 1.099 -0.231 -0.021
H -2.133 1.783 -0.209 0.018



Which structure wins on stability? model two wins.



Model one:
17
Properties=species:S:1:pos:R:3:nbo_charge:R:1 method="wB97M-V/def2-TZVPD" total_charge=+1 e_lumo_ha=-0.12199 gap_ev=9.55 homo_ev=-12.9
C 0.820 1.240 -0.381 -0.477
C -0.213 1.308 0.760 -0.190
C 1.432 0.044 -0.914 -0.442
C -0.726 -1.260 0.934 0.232
N -1.054 -2.219 0.149 -0.747
N -1.228 0.095 0.582 -0.640
Cl 1.586 -1.074 0.348 0.097
H 0.447 1.670 -1.386 0.236
H 1.647 1.854 0.059 0.265
H 0.181 0.949 1.735 0.247
H -0.681 2.255 0.817 0.248
H 2.476 0.251 -1.326 0.266
H 0.984 -0.377 -1.788 0.219
H -0.695 -3.186 0.433 0.440
H -1.412 -2.211 -0.769 0.386
H -2.071 0.244 1.203 0.469
H -1.494 0.417 -0.454 0.391



Model two:
17
Properties=species:S:1:pos:R:3:nbo_charge:R:1 method="wB97M-V/def2-TZVPD" total_charge=+1 smiles=C[NH2+][C@H]1[C@@H](C)N1Cl e_lumo_ha=-0.12519 gap_ev=10.63 homo_ev=-14.0
C -0.871 0.993 0.348 -0.084
C -0.538 -0.404 0.395 0.050
C -0.216 1.997 -0.491 -0.668
C 1.643 -1.485 0.299 -0.445
N -1.709 0.105 -0.367 -0.403
N 0.474 -1.089 -0.553 -0.517
Cl -3.288 -0.260 0.195 0.168
H -1.216 1.354 1.441 0.248
H -0.670 -1.036 1.277 0.244
H -0.717 1.968 -1.503 0.266
H 0.886 1.849 -0.350 0.222
H -0.502 2.958 0.064 0.267
H 1.375 -2.419 0.723 0.236
H 2.573 -1.517 -0.196 0.249
H 2.019 -0.834 1.025 0.252
H -0.029 -1.831 -1.060 0.462
H 0.786 -0.348 -1.246 0.453



Which structure wins on stability? model two wins.